[1]
Below is 2 unconnected molecules or ions with the total composition C10H19N6O in a non-equilibrium geometry, with properties calculated with wB97M-V/def2-TZVPD.

## Properties
Multiplicity: 1
Total charge: +1
E_LUMO, eV: -4.9433
HOMO, eV: -11.37
Gap between HOMO and LUMO, eV: 6.4

```
36
C10H19N6O wB97M-V/def2-TZVPD
N 1.17603 0.45533 -0.55329
H 4.48913 1.03575 -1.85106
C 0.09205 1.38106 -0.11308
H 4.28200 -0.27380 -0.62888
N 4.07409 0.09203 -1.59517
C 0.84327 -0.43833 -1.69682
H -0.63225 -1.42442 -3.42380
H 0.33208 2.13309 0.77664
H -2.43046 3.47267 2.57858
C 3.23544 -0.53196 -2.49319
H -2.86458 2.87185 4.19037
H 3.07991 -4.12124 -2.03123
C -1.79226 0.36896 -2.11983
H 4.22473 0.45673 -4.07475
H -2.84655 0.35047 -2.62555
C -3.71648 1.77080 2.56502
H -2.18606 2.09620 -0.43932
N 2.00686 -1.34749 -2.15577
N -4.07409 0.60197 3.17226
C 2.28289 -2.43323 -1.13868
H 4.14192 -3.48477 -0.89777
H -4.83326 0.12172 2.70354
H -2.70257 0.59961 4.78336
N 3.48770 -3.21934 -1.66610
H -4.31071 -0.10463 5.09573
H -1.67704 1.98267 3.17815
H 1.35153 -3.17838 -1.18036
C -2.59921 2.57054 3.17302
H 2.40866 -2.05620 -0.03826
H 4.34876 -1.20121 -4.11062
C -1.35660 1.35204 -0.85305
H -3.13289 -0.98672 4.09177
C -0.52506 -0.63464 -2.55372
C -3.51104 0.00351 4.35848
N 3.64036 -0.41804 -3.97770
O -4.30629 2.13739 1.55108
```

[2]
Below is C6H12O in the gas phase, with properties calculated with wB97M-V/def2-TZVPD.

## Properties
ΔE to the lowest compared entry with this formula, charge and spin, kcal per mole: 77.56
Multiplicity: 1
E_LUMO (alpha / beta), eV: 0.9621 / 0.9620
HOMO (alpha / beta), eV: -6.47 / -6.49
Gap between HOMO and LUMO (alpha / beta), eV: 7.4 / 7.4

```
19
C6H12O wB97M-V/def2-TZVPD
O -0.01773 -0.60751 0.77054
H 1.01746 1.06003 -1.57964
H 2.43951 0.04923 -1.25875
H -0.76886 1.70708 0.23951
C 2.06908 0.35409 1.45404
H 3.10111 0.23993 1.09741
H 0.82258 -0.68375 -1.57053
C -2.11333 -1.43629 -0.05414
H -0.93787 1.28816 -1.45456
H -2.07173 -1.96710 -1.01854
H -3.13100 -1.03562 0.04045
C -1.31400 1.03135 -0.44502
C -1.10165 -0.34903 0.03480
H -1.94536 -2.18309 0.72994
H -2.38566 1.26874 -0.42618
H 1.91298 -0.29235 2.32654
C 1.36212 0.14054 -1.06844
H 1.96717 1.39477 1.80328
C 1.09517 0.02082 0.37930
```

[3]
Below is a molecular structure, C12H32AsBaF6N2O9P in a non-equilibrium geometry, with properties calculated with wB97M-V/def2-TZVPD.

## Properties
ΔE to the lowest compared entry with this formula, charge and spin, kcal per mole: 0.00
Multiplicity: 1
Total charge: -2
E_LUMO, eV: 2.9227
HOMO, eV: -0.95
Gap between HOMO and LUMO, eV: 3.9

```
64
C12H32AsBaF6N2O9P wB97M-V/def2-TZVPD
P -2.12324 -11.99141 12.76234
H 1.97871 -11.31696 14.90652
O 0.63457 -11.13025 5.22434
F 0.77258 -4.38374 9.09038
Ba -2.82923 -7.94122 7.28896
H -5.70259 -12.85647 14.79827
H -5.37913 -6.81327 13.36503
H 0.88976 -12.99321 4.45942
H -6.27806 -10.82220 7.33970
C -3.57965 -12.93501 14.82069
H 0.64747 -11.73092 15.77801
H 3.04882 -9.86806 3.74773
H -3.66159 -13.99545 14.58225
H 0.88078 -10.05148 15.64275
C 3.08076 -12.96300 3.29423
C -2.06819 -14.26980 11.39192
H -4.32904 -14.43623 11.74362
H -1.48132 -14.01699 10.50887
H -2.63603 -4.44713 13.05892
C -3.40499 -5.22907 12.96163
C 0.19587 -11.26437 13.71964
C 3.29070 -10.64295 4.47515
H -3.00973 -3.68680 15.19209
O -3.76178 -5.88411 11.94610
F 3.19223 -5.28078 8.62400
C 0.95696 -10.97028 15.06126
H -4.98184 -13.48869 16.21951
H -4.26627 -7.43429 14.50820
O -2.76145 -8.07741 3.15095
H -3.78938 -14.47510 10.01257
F 2.32546 -3.35269 7.31744
C -4.88779 -12.67585 15.49940
H -1.92959 -8.07736 2.63856
H -3.89540 -13.06403 10.75327
C -4.88666 -6.56157 14.30430
H -4.86359 -11.68035 15.94268
H -4.57246 -4.21046 15.89659
H 3.11666 -10.34584 5.50934
H 2.97200 -12.68032 2.24715
O -1.96549 -11.19584 11.51595
H 2.53322 -13.88906 3.46947
H 4.27801 -11.10306 4.43502
H -3.05167 -5.20332 16.01644
F 2.67103 -5.43795 6.14526
H -2.02918 -15.32253 11.67183
As 1.78244 -5.00037 7.64967
C 1.23343 -11.95172 4.55628
N -3.98765 -5.33765 14.15917
H 0.53301 -12.22279 13.32482
O -1.12538 -11.52256 13.96196
O -1.57232 -13.51694 12.55494
N 2.53362 -11.89489 4.14602
O -5.67023 -5.21450 6.25714
F 1.29011 -6.67753 7.92000
H -5.66670 -6.53019 15.06499
O -3.59907 -12.20201 13.62445
H 0.37316 -10.53372 12.93047
C -3.65787 -4.53765 15.40203
F 0.20753 -4.91064 6.73275
C -3.60308 -14.08174 11.01190
O -6.09117 -10.41261 6.47262
H -6.00893 -4.30839 6.39417
H -2.68637 -12.61075 15.35456
H 4.13763 -13.16233 3.47141
```

[4]
Below is 5 unconnected molecules or ions with the total composition C45H98NO4P2 in a non-equilibrium geometry, with properties calculated with wB97M-V/def2-TZVPD.

## Properties
Multiplicity: 1
Total charge: +1
E_LUMO, eV: -2.1108
HOMO, eV: -5.42
Gap between HOMO and LUMO, eV: 3.3

```
150
C45H98NO4P2 wB97M-V/def2-TZVPD
C 3.48040 6.86795 -3.98251
C -1.29410 1.62870 1.24310
H 3.43613 9.73157 -5.97705
H -6.42753 -8.37278 2.62843
C -7.53943 -9.04617 4.28085
C -7.07569 -7.96546 3.40438
C -1.47075 0.95028 -0.16063
H -3.54055 -3.83514 5.74177
H -7.85013 -7.32451 2.98306
H -6.50218 -1.03869 2.61165
H -3.57001 -4.23026 3.44746
C -6.46607 -4.56534 2.64042
O 2.00834 4.01770 9.00871
H 1.93079 5.35891 -6.31786
C 6.27689 9.62398 -6.73849
C 4.89009 -2.05125 -1.47657
H 6.65272 11.86052 -6.83132
H -2.63885 6.80739 -2.89990
C 6.93837 -3.82535 0.09606
C -4.69022 -6.61727 1.54701
O 0.86339 5.75315 9.87472
C -7.39193 -1.55596 2.25265
C -1.17749 7.97883 -4.25201
H 4.53756 2.68523 -9.23579
H -6.25373 -4.11179 1.67227
C 2.69204 6.06345 -6.65285
H -1.06286 5.04674 8.09639
H -5.25776 -7.64101 4.67016
H 6.17763 9.66373 -7.82323
N 5.43390 -3.62054 0.39547
O -1.55886 -0.30107 -0.17324
H 5.63728 7.55947 -6.35034
C 3.79162 3.87515 -7.59561
H -1.47738 8.57741 -5.11218
H 4.75169 -4.48152 5.99927
H 4.93416 11.38666 -6.52872
H 3.19782 -3.26264 -1.98935
H 5.21744 7.34996 -1.79056
H -3.73654 -6.18107 1.24982
H -9.67496 -9.17641 3.57639
H 7.30883 9.37832 -6.48778
H 3.50027 -4.56720 -0.05245
H 1.44162 9.05686 -4.64239
P 2.83945 7.46152 -5.49992
H 5.76435 2.99360 -7.83469
H 0.77468 8.41419 -6.18835
C 4.92850 3.32960 -8.44835
C 4.05063 5.24472 -6.91180
H -0.54218 1.09476 1.82417
H 4.61477 -3.72028 -2.72602
H -4.53154 -7.66493 1.80262
H 6.81875 -3.33741 3.07360
H 4.22422 -1.87576 0.64567
H -8.65834 -10.07674 2.64609
H 4.43067 -5.04907 4.31549
H -0.99050 2.66837 1.12059
H 5.83640 -1.90166 -1.99639
C 5.98036 11.19399 -6.29116
H 4.00081 -3.94245 1.94498
H -4.75218 -9.43006 -0.12735
C 1.19932 8.16255 -5.21650
H -6.68754 -6.97901 0.64411
H 6.01500 11.17879 -5.20182
H -8.89598 -10.60592 4.32498
H -6.48685 -6.59836 5.05975
C -2.42270 7.05924 -3.93815
H 5.58103 8.59819 -4.98380
H -2.05619 6.08053 -4.24781
H -3.67655 -6.84805 6.19412
H 5.34845 4.08909 -9.10784
C -0.04968 4.67474 7.94418
C -6.77917 -3.45746 3.71585
H -7.37619 -5.10035 2.36920
H -6.55382 -9.09123 -0.16293
H 4.57360 5.89565 -7.61244
H 5.78005 -2.03035 2.70379
H 4.06015 8.92471 -3.12645
H -4.23606 -7.37970 -1.03233
H -0.28988 3.63145 7.73937
H 7.21235 -3.56514 -0.92635
C -4.01158 -4.79015 5.50899
C 3.80381 8.74916 -6.27334
H -7.75442 -8.64499 5.27127
C -5.71941 -6.56729 0.35895
C 5.05990 -2.14638 0.00030
C 0.19049 7.24413 -4.49114
C -3.47241 -5.82424 6.50753
H -8.10576 -0.74749 2.09472
H -7.02192 -3.85120 4.70283
H 4.22833 -1.24144 -1.78376
H -2.19711 1.40246 1.81010
C -3.80336 -5.13085 4.01543
C 3.50547 8.01719 -2.88809
C 1.04299 4.83066 9.02110
C 3.52968 6.42714 -0.90136
H 7.47745 -3.29363 0.88014
H 5.65348 -2.45730 5.01650
H 6.15653 -4.91125 5.08352
H -8.23552 -1.88188 4.16828
H 3.48710 3.13880 -6.85187
H 2.47613 8.27959 -2.64371
H -7.20368 -1.97189 1.26287
H 7.16208 -4.89132 0.13827
C -6.04178 -7.06361 4.18023
H -3.62144 -4.73851 8.41637
H 3.97891 6.06524 0.02347
H -2.90372 -5.73002 3.87488
H 2.96562 4.06689 -8.28050
H 4.23286 8.51079 -0.93378
H 5.42421 -4.96784 2.06078
C 5.76269 -3.08540 2.97703
C -8.74794 -9.74050 3.67905
H 2.30915 6.50124 -7.57472
H -5.89118 -7.01102 -1.62117
C 5.13397 -4.54807 4.98067
H -3.59075 -6.53845 8.50036
C 5.09003 -3.94232 1.90348
O -1.38518 1.66704 -1.20376
H -8.77585 -2.98163 2.94191
H 4.79451 5.04033 -6.14175
C -5.58296 -8.93959 -0.63465
H 4.10575 -2.75056 4.39368
C 4.18666 7.62359 -1.56533
H -1.05051 8.72459 -3.46727
H -3.37996 7.22172 -4.43348
H 4.47586 6.46441 -4.16774
C -5.30133 -7.43384 -0.80791
H 4.91462 -5.33446 -0.72898
C 5.11868 -3.15238 4.36924
H 0.63938 6.89078 -3.56285
C -7.89104 -2.46562 3.31466
P -5.16445 -5.82951 3.08801
H 3.61451 8.51232 -7.32032
H -6.71791 -9.72338 4.51456
C 4.25101 -3.40599 -1.74776
H -5.87770 -2.86509 3.87251
C 5.36388 8.57147 -6.05162
H 2.46919 6.61044 -0.72859
H -5.02161 -5.56306 7.97260
C -3.93710 -5.66818 7.94289
H -5.61029 -9.50191 -1.56800
H -5.85680 -5.56187 -0.03901
H -5.06908 -4.59739 5.68959
H 5.84478 -1.46700 0.33271
C 4.44286 -4.36621 -0.56158
H 2.98519 5.92425 -3.75380
H -2.38891 -5.76533 6.61072
H 0.02737 6.37026 -5.12189
H 0.42922 5.17607 7.10309
H 3.50823 5.56720 -1.57080
```

[5]
Below is a molecular structure, C21H18IN4OPbSSi, with properties calculated with wB97M-V/def2-TZVPD.

## Properties
ΔE to the lowest compared entry with this formula, charge and spin, kcal per mole: 0.00
Multiplicity: 1
Total charge: +1
E_LUMO, eV: -4.3134
HOMO, eV: -11.89
Gap between HOMO and LUMO, eV: 7.6

```
48
C21H18IN4OPbSSi wB97M-V/def2-TZVPD
C -1.13380 2.49091 3.33648
H 4.22931 -2.46322 -1.14655
C -1.18430 3.56820 -1.08712
S 2.11784 -0.63496 -0.26450
H 1.98765 -5.80573 1.65313
H 3.56568 -5.94277 -1.58881
C -1.46257 -2.11310 0.03330
H 3.74267 -5.71404 1.58650
H -3.31697 6.12401 -1.92133
C 2.82822 -5.11870 1.53927
H 2.82807 -4.44148 2.39541
H -1.52013 7.46376 -0.88954
H 1.81163 -6.00068 -1.47327
C 1.08969 -3.23850 -0.04857
C -1.43753 6.38852 -0.96215
C -2.32913 4.23786 -1.60657
C -2.23287 1.44881 -1.73804
C -0.05926 -4.02147 0.08118
C 0.85104 -1.86843 -0.13652
H -4.13208 1.57965 -2.75987
N -1.06996 0.68314 5.18355
H 2.59041 -4.76773 -2.47027
H 5.12514 -3.66724 -0.23285
H -2.21115 -4.10122 0.24876
C -1.33620 -3.47915 0.13090
C -1.62615 3.81269 3.61549
N -2.01780 4.86775 3.83873
H 4.32575 -2.35547 0.62196
H -2.21916 0.36572 -1.77408
I 1.67931 3.61974 0.11784
C -0.15671 4.39530 -0.55019
C 2.66681 -5.32487 -1.53465
Pb 0.23277 0.92653 -0.13628
C -2.42911 5.64785 -1.52599
H -2.42186 -1.61431 0.07659
H 0.04640 -5.09825 0.15652
Si 2.76222 -4.17868 -0.06756
H 0.51860 6.35164 -0.05889
C -0.27685 5.75198 -0.47924
N -0.74319 2.26776 2.13566
N -0.38466 -1.33682 -0.11212
C -3.37562 3.49364 -2.20658
C -1.21199 2.15244 -1.16284
O -0.28565 1.02334 1.92744
C -3.33179 2.13541 -2.29188
H -4.22329 4.03818 -2.60262
C 4.22887 -3.04087 -0.22109
C -1.09827 1.49283 4.37129
```

[6]
Below is C15H20O3 in the gas phase in a non-equilibrium geometry, with properties calculated with wB97M-V/def2-TZVPD.

## Properties
ΔE to the lowest compared entry with this formula, charge and spin, kcal per mole: 121.59
Multiplicity: 1
E_LUMO, eV: 0.6594
HOMO, eV: -8.51
Gap between HOMO and LUMO, eV: 9.2
Structure (SMILES): CC(C)=CC(=O)C[C@]1(C)CC[C@H](c2ccoc2)O1

```
38
C15H20O3 wB97M-V/def2-TZVPD
H 2.76368 1.74796 4.18226
H -0.81892 -1.08648 -5.33236
C -2.95251 -2.25985 -3.01794
H -4.55428 -2.71039 -4.30578
H 0.29824 1.47632 -1.33068
C 0.36310 -0.01047 -2.83656
C -1.56822 -1.69429 -3.25037
H 1.12216 -0.10000 -3.63863
H -1.19574 2.91316 4.62294
H -0.44197 0.60484 -3.19961
H 2.15893 0.22042 3.89879
H -0.41327 -0.67732 1.45854
C -0.27414 -1.42004 -2.57494
H -3.39395 -2.48546 -2.06286
H 0.09345 2.47866 6.00794
H 2.01422 -2.05758 -1.08215
C 0.82122 0.50180 -1.50747
C 0.54149 -0.54669 -0.42516
C 0.22038 1.87274 2.66214
C -0.14328 0.12917 0.81827
C -0.11886 2.76942 4.98418
O -0.31818 -1.43394 -1.18469
H -0.70290 2.47664 2.50253
H 2.56787 -0.92947 0.29755
O 1.89600 1.39344 1.29678
H 0.30084 3.77993 4.90185
H 0.60792 -2.05361 -2.83526
H 1.92691 1.07585 5.49199
H 1.28264 -2.23340 0.58928
C 1.73975 -1.54956 -0.13135
H 1.84867 0.62062 -1.55235
C -3.53017 -2.39115 -4.19232
C 1.90685 1.13022 4.44032
H -0.99745 0.78860 0.58096
C 0.63354 1.86436 4.05380
C 0.73646 1.11657 1.58757
C -1.60952 -1.42964 -4.67981
O -2.81096 -1.89139 -5.23738
```

[7]
Below is a molecular structure, C26H44BF5MnN3O3P2 in a non-equilibrium geometry, with properties calculated with wB97M-V/def2-TZVPD.

## Properties
ΔE to the lowest compared entry with this formula, charge and spin, kcal per mole: 85.52
Multiplicity: 4
Total charge: +1
<S²>: 3.94
E_LUMO (alpha / beta), eV: -5.3016 / -3.9204
HOMO (alpha / beta), eV: -10.99 / -11.04
Gap between HOMO and LUMO (alpha / beta), eV: 5.7 / 7.1

```
85
C26H44BF5MnN3O3P2 wB97M-V/def2-TZVPD
H 0.77734 4.14999 -1.05052
H 1.55142 4.94513 2.48275
C 1.84284 3.62880 0.77661
H -2.84581 -1.33154 -3.97542
C -2.78121 -1.98421 -0.63701
H -2.25528 3.32122 3.08375
H 3.15229 -1.03906 3.86975
H -1.23357 4.26031 2.01640
H -4.15057 -3.57419 -0.23567
H -1.18386 0.44152 2.11425
H 2.79748 3.70635 2.73598
H 1.05178 -1.48832 -3.11152
C -3.78175 -0.89299 -1.02735
H -2.65139 -4.15471 -0.93486
F 1.34637 1.50099 -5.01141
H 2.06499 0.97862 3.02854
F 2.95714 2.05637 -3.69271
C 2.88842 -3.15732 3.70959
O -3.08552 2.55410 -1.07297
F 0.74415 2.17169 -2.25148
C 1.57022 -4.00282 1.86383
C 1.93639 -1.61048 2.18212
H -3.65623 -0.01512 -0.40140
H 3.47178 -3.36533 4.59253
C -1.55269 3.24997 2.25573
F 1.90291 0.41298 -1.66133
H -1.17619 -4.00648 -4.49466
H 0.33713 4.05320 3.85461
C -0.37926 2.36338 2.67227
C 1.36677 -2.69066 1.46112
H 1.43860 5.51511 -0.17737
C 1.06237 0.91025 -2.74803
C -1.52339 -3.66927 -3.51859
H 3.03166 1.04681 1.53849
H -1.44408 -0.24382 -4.01237
C 3.04843 3.18643 -0.05644
H -2.08697 2.83848 1.40308
H -0.00994 4.72060 0.41943
H -2.60674 -3.71344 -3.53503
H 0.61067 -2.03331 -4.72237
C 2.02612 0.87608 1.93977
H -0.16849 0.37790 3.56403
H 2.51326 -5.23355 3.32615
C -1.77761 -1.26661 -4.17335
H -1.78742 1.05957 3.65260
C -2.53021 -1.89319 0.87066
H 0.95110 -3.21190 -3.47713
H -3.69444 -0.61214 -2.07423
O -1.66497 1.22405 -0.16071
C 2.01751 1.12548 -3.92481
B 0.73466 -0.75672 0.46317
N -2.19849 1.77356 -1.20245
P 0.80500 2.08505 1.18517
N 1.56989 -0.43561 1.56349
C 2.33615 -4.22216 2.99319
O -1.71726 1.38934 -2.25906
H -1.93087 -1.01202 1.10171
C 0.95194 4.55193 -0.05722
H 1.27081 2.58131 4.11832
C 2.70348 -1.84595 3.31396
C -1.00067 -2.25017 -3.30193
C 0.49238 -2.24325 -3.66307
H 2.79652 2.39643 -0.75867
H -4.79632 -1.24966 -0.86423
C -0.90391 0.96831 3.02315
F 2.66476 -0.01193 -4.21098
H -0.61987 -3.73541 -0.18537
H -3.85367 -3.34267 -1.94539
H 3.10593 5.08631 1.68816
H 3.86472 2.83913 0.57360
H -0.34884 2.73517 4.77593
H -1.62752 -1.50951 -5.22116
C 0.27581 2.97120 3.91570
N 0.65248 -2.17184 0.40718
C -3.37905 -3.34928 -0.97025
H -2.02829 -2.77241 1.26640
H 3.41364 4.03165 -0.63478
H 0.68784 -3.34231 -1.32699
H -3.48391 -1.79620 1.38610
H -1.14238 -4.36155 -2.77037
C -0.02925 -2.92033 -0.61481
C 2.34457 4.37647 2.00867
H 1.14535 -4.82563 1.30958
P -1.10367 -1.66878 -1.49065
Mn -0.08350 0.55259 -0.89141
```

no.,molar mass (g mol⁻¹)
1,239.30
2,100.16
3,705.61
4,779.23
5,736.66
6,248.32
7,669.34